This record from the Open Molecules 2025 dataset describes one molecule with the formula C24H32N6O2. The level of theory is wB97M-V/def2-TZVPD.

The geometry in ORCA input format:
```
! RIJCOSX wB97M-V def2-TZVPD def2/J DEFGRID3
* xyz 0 1
C -5.2409 3.9061 -3.3383
H -5.8775 3.1425 -2.8788
O -3.8835 3.7011 -3.0238
C -3.3908 2.4578 -3.4763
C -3.8830 1.2722 -2.6708
C -3.9809 0.0189 -3.2593
C -4.3405 -1.0780 -2.4970
C -4.6067 -0.9313 -1.1458
C -4.5108 0.3176 -0.5559
C -4.1418 1.4149 -1.3133
H -4.0583 2.3905 -0.8557
H -4.7139 0.4376 0.4980
H -4.8860 -1.7890 -0.5525
H -4.4115 -2.0511 -2.9593
H -3.7604 -0.0949 -4.3099
C -1.8692 2.3943 -3.2864
O -1.1744 1.6234 -3.9064
N -1.4370 3.2028 -2.2913
C -0.1272 3.1952 -1.8038
C 0.8462 4.1730 -1.8334
C 1.9341 3.5888 -1.1787
N 1.6466 2.3645 -0.7827
N 0.3944 2.1247 -1.1534
C -0.2882 0.8817 -0.8647
C 0.1836 -0.2521 -1.7791
C 1.5759 -0.7306 -1.3886
N 1.5601 -1.2058 -0.0165
C 1.2710 -0.1006 0.8813
C -0.1177 0.4634 0.5982
H -0.8609 -0.3075 0.8074
H -0.3042 1.3153 1.2548
H 1.2991 -0.4781 1.9068
H 2.0189 0.7020 0.7780
C 2.8029 -1.8681 0.3410
C 2.6960 -2.5324 1.6724
C 3.5486 -2.4326 2.7511
N 3.0480 -3.2142 3.7303
N 1.9209 -3.8075 3.3517
C 1.6925 -3.4111 2.1150
H 0.8287 -3.7498 1.5803
C 3.5849 -3.4497 5.0494
C 4.9570 -4.1161 4.9579
H 4.8936 -5.0279 4.3689
H 5.3153 -4.3678 5.9524
H 5.6766 -3.4491 4.4889
C 3.6455 -2.1456 5.8438
H 3.9680 -2.3455 6.8620
H 4.3476 -1.4513 5.3883
H 2.6646 -1.6774 5.8743
H 2.8758 -4.1358 5.5248
H 4.4541 -1.8729 2.8715
H 3.6572 -1.1651 0.3505
H 3.0010 -2.6279 -0.4236
H 1.8660 -1.5592 -2.0400
H 2.3017 0.0895 -1.5226
H 0.1713 0.0862 -2.8156
H -0.5199 -1.0793 -1.6756
H -1.3511 1.0717 -1.0575
H 2.9025 4.0057 -0.9860
H 0.7765 5.1485 -2.2675
H -2.0742 3.9228 -1.9788
H -3.6163 2.3127 -4.5425
H -5.3976 3.8939 -4.4230
H -5.5026 4.8863 -2.9447
*
```

Properties
HOMO-LUMO gap ... 8.81 eV
Energy above the lowest of the compared OMol25 structures with the same formula, charge and spin ... 2.8715 eV
Structure (SMILES) ... CO[C@@H](C(=O)Nc1ccnn1C1CCN(Cc2cnn(C(C)C)c2)CC1)c1ccccc1
LUMO level ... 0.7 eV